# C12H35N10O22S

A 10-piece molecular cluster, C12H35N10O22S overall at a distorted geometry (ωB97M-V/def2-TZVPD, the OMol25 dataset).

XYZ file:
```
80
Properties=species:S:1:pos:R:3:forces:R:3
N 5.426919 0.225265 0.709719 -0.012 0.549 0.297
C 4.164770 0.754353 0.153025 -0.262 -0.246 -0.751
C 2.921712 -0.174215 0.350987 -0.375 0.985 -0.606
O 2.903728 -0.888585 1.575353 0.457 0.147 0.040
C 1.641083 0.730152 0.138941 0.761 -0.675 -0.002
S 0.102812 -0.028826 0.772815 -5.585 0.401 -1.102
O 0.153822 -1.491189 0.835713 1.365 0.772 0.121
O -0.318455 0.604356 2.058467 1.695 -0.419 -0.790
O -0.979852 0.329119 -0.261000 2.623 0.025 1.348
H 5.298700 -0.238777 1.606834 -0.191 0.061 -0.196
H 5.991382 1.052835 0.906079 0.117 -0.429 -0.035
H 4.323612 0.831297 -0.944776 -0.203 -0.002 0.747
H 3.932471 1.799428 0.478918 0.160 -0.764 0.130
H 2.910860 -0.909792 -0.475624 0.048 0.024 0.730
H 3.340237 -0.383412 2.274202 -0.296 0.141 -0.217
H 1.797163 1.727632 0.602569 -0.445 -0.668 -0.165
H 1.483425 0.844261 -0.955640 -0.009 0.048 0.790
C -3.371678 -1.120399 -1.346835 0.110 -0.163 0.124
N -3.817634 -1.786288 -2.600363 0.034 0.016 0.440
O -4.835961 -2.459857 -2.555432 -0.001 0.021 -0.266
O -3.138700 -1.614320 -3.590477 -0.225 -0.082 -0.098
H -4.074319 -1.363834 -0.555932 -0.039 -0.051 -0.127
H -2.376767 -1.492239 -1.107654 0.060 0.228 -0.066
H -3.355268 -0.050466 -1.533074 0.323 -0.250 0.007
C -3.103287 2.444410 1.836672 0.385 -0.116 0.021
N -3.716444 3.798798 1.798994 0.130 -0.386 -0.009
O -2.968883 4.758134 1.739629 -0.285 0.071 0.001
O -4.929405 3.859879 1.829850 0.053 0.231 -0.016
H -2.022399 2.536270 1.805179 -0.051 -0.045 -0.044
H -3.420138 1.971093 2.762829 -0.087 0.018 -0.066
H -3.466307 1.898972 0.970860 0.025 0.018 0.089
C 8.912447 -0.132322 -1.767406 0.268 -0.157 0.046
N 8.332607 1.235489 -1.810766 0.125 -0.066 0.002
O 9.104149 2.174884 -1.854394 -0.108 0.029 0.010
O 7.125075 1.311968 -1.797814 -0.041 0.192 -0.102
H 9.994589 -0.051826 -1.783700 -0.067 0.103 -0.011
H 8.571432 -0.602074 -0.847785 -0.165 -0.006 -0.110
H 8.550413 -0.668921 -2.640451 -0.121 -0.006 0.111
C -6.130771 1.459546 -2.508851 -0.167 -0.027 -0.187
N -5.030180 2.285117 -1.944299 -0.086 0.127 -0.091
O -4.898334 3.412912 -2.371140 0.057 -0.060 0.091
O -4.340865 1.763838 -1.092855 -0.182 0.327 -0.043
H -6.659459 2.046903 -3.252447 0.097 0.040 0.051
H -5.681434 0.577441 -2.960064 -0.021 -0.034 0.133
H -6.790196 1.188694 -1.688311 0.123 -0.095 0.009
C -0.918361 -2.638154 3.241969 -0.061 -0.121 -0.185
N -0.754405 -3.816836 4.138451 -0.129 0.341 -0.210
O -0.800463 -4.925871 3.633177 0.028 -0.096 0.264
O -0.584840 -3.596371 5.320497 0.011 -0.272 -0.005
H -1.059671 -2.985893 2.225823 0.094 0.037 0.056
H -1.789848 -2.086253 3.585492 0.132 0.061 0.110
H -0.017326 -2.036673 3.318126 -0.099 0.065 -0.033
C -1.723136 7.534877 1.488065 -0.032 -0.067 -0.163
N -0.469169 8.203203 1.928884 -0.113 -0.038 -0.160
O 0.411354 8.349535 1.104737 0.053 0.074 0.149
O -0.413737 8.557990 3.089192 0.087 0.035 -0.062
H -1.630178 7.276050 0.438735 0.083 0.009 0.070
H -1.851862 6.644065 2.093545 -0.057 0.107 0.035
H -2.538521 8.236932 1.642592 0.032 -0.060 0.135
C -0.495745 -6.025629 0.452509 0.165 -0.327 0.002
N -0.512004 -4.647212 -0.099776 0.199 0.066 0.069
O 0.543893 -4.168466 -0.443888 -0.116 -0.054 -0.177
O -1.596927 -4.097493 -0.163225 -0.018 -0.050 -0.034
H 0.527412 -6.388999 0.453009 0.003 0.174 0.003
H -0.887335 -5.974514 1.465509 -0.060 0.031 -0.067
H -1.128062 -6.642667 -0.184032 0.244 0.298 0.258
C -4.683212 -7.416758 0.867247 0.073 0.142 0.272
N -4.076221 -7.661768 -0.467887 -0.010 0.064 0.031
O -2.934277 -7.288255 -0.637439 -0.438 -0.300 -0.228
O -4.769608 -8.217838 -1.292627 0.069 0.002 0.016
H -3.952831 -6.915616 1.494867 0.014 -0.002 -0.114
H -5.559071 -6.790860 0.718046 -0.018 -0.112 -0.036
H -4.955599 -8.382695 1.284828 -0.094 0.032 -0.100
C 4.920378 4.111750 -3.042987 0.204 0.161 -0.122
N 3.818352 3.121416 -3.165237 -0.005 0.057 -0.068
O 3.319089 2.968443 -4.261109 -0.002 -0.068 0.060
O 3.500299 2.535584 -2.152454 -0.086 0.167 -0.212
H 5.098568 4.555547 -4.017181 -0.091 -0.072 0.015
H 4.604714 4.865428 -2.325955 0.036 -0.113 0.069
H 5.801690 3.578309 -2.692066 -0.089 0.004 0.126
```
Forces are in eV/Å.

Computed properties:
molecular weight	703.53	g mol⁻¹
maximum force	0.1110	Eh/bohr
E_HOMO	-5.340	eV
relative energy (zero: lowest compared OMol25 entry of this formula, charge and spin)	0.0000	eV
net charge	-1



# C12H35N3O4

A 4-piece molecular cluster, C12H35N3O4 overall (ωB97M-V/def2-TZVPD, the OMol25 dataset).

XYZ file:
```
54
Properties=species:S:1:pos:R:3:forces:R:3
C -2.820286 5.949857 -0.688488 0.108 0.083 0.077
O -2.681820 4.608564 -0.281204 -0.116 -0.021 -0.205
C -1.402425 4.088950 -0.542317 0.376 0.522 -0.151
C -1.416742 2.595158 -0.328759 0.420 -0.370 -0.036
C -2.279220 1.861796 -1.352812 -0.116 -0.407 0.820
N -1.810069 2.181630 1.020707 0.108 -0.079 -0.145
H -2.258021 6.625031 -0.030563 0.027 -0.031 -0.064
H -3.873759 6.211712 -0.634047 -0.040 -0.031 0.007
H -2.466036 6.083399 -1.717769 -0.053 0.030 0.033
H -1.073647 4.309698 -1.574855 -0.294 -0.084 0.039
H -0.641294 4.587503 0.087119 -0.210 -0.197 0.155
H -0.377114 2.264392 -0.462290 -0.070 0.008 -0.014
H -3.319422 2.179908 -1.261423 0.045 0.180 -0.265
H -2.271511 0.801273 -1.076523 0.058 0.048 -0.217
H -1.906058 1.970904 -2.366338 -0.081 0.149 -0.098
H -1.270988 2.680389 1.718383 -0.152 0.138 0.044
H -2.795836 2.358054 1.173627 0.047 0.151 0.084
C 1.639617 -4.131366 1.153318 -0.202 -0.031 -0.189
O 2.655804 -3.333838 1.691929 0.058 0.081 0.034
C 2.160078 -2.156162 2.301684 -0.001 0.086 0.017
C 3.349321 -1.312016 2.728314 0.169 -0.523 -0.557
C 2.868113 -0.064311 3.415618 -0.178 0.281 0.315
N 4.220870 -0.963067 1.597710 -0.102 0.083 -0.042
H 0.988564 -3.549654 0.488148 -0.055 -0.054 0.030
H 1.000732 -4.576129 1.926692 0.074 -0.002 0.040
H 2.111159 -4.919213 0.568073 -0.003 -0.073 0.069
H 1.545906 -1.573060 1.599710 -0.059 -0.130 0.031
H 1.529013 -2.405897 3.167667 0.007 -0.021 -0.072
H 3.944347 -1.950074 3.390364 0.047 0.248 0.158
H 2.295717 -0.304306 4.314472 0.091 0.007 0.025
H 2.191184 0.499119 2.766158 0.084 -0.016 -0.082
H 3.707215 0.576920 3.681167 -0.004 -0.001 0.033
H 3.689699 -0.430848 0.910513 -0.008 0.034 0.104
H 4.495950 -1.808349 1.108933 -0.009 -0.054 0.112
C -2.196604 -3.197521 -0.707152 -0.382 -0.140 -0.020
O -1.165213 -2.245524 -0.714144 0.155 0.157 -0.015
C -0.866435 -1.782614 -2.009108 -0.236 0.090 -0.473
C 0.277254 -0.787353 -1.936053 0.383 -0.307 -0.038
C 0.503565 -0.150598 -3.297470 0.080 -0.115 -0.078
N 1.527050 -1.407246 -1.461306 -0.360 0.046 -0.063
H -1.892070 -4.114283 -1.225761 0.017 0.012 0.056
H -3.099887 -2.810035 -1.198207 0.092 0.012 0.004
H -2.446261 -3.418485 0.327612 0.108 -0.042 0.032
H -0.596668 -2.626055 -2.665971 0.120 0.014 0.095
H -1.756218 -1.320653 -2.470657 0.027 0.029 0.189
H 0.016389 -0.026396 -1.194005 -0.035 0.071 -0.102
H -0.382482 0.382223 -3.646780 0.072 0.074 0.048
H 0.739050 -0.913052 -4.048394 -0.058 -0.045 0.085
H 1.362484 0.517397 -3.263476 -0.089 0.135 0.055
H 1.310857 -1.898276 -0.599515 0.183 0.071 0.068
H 1.805686 -2.130843 -2.120285 0.060 0.070 -0.012
O -0.826506 -0.535570 1.567117 0.232 0.001 0.079
H -0.928611 -0.878783 0.671467 -0.105 -0.289 0.051
H -1.114422 0.387703 1.499174 -0.229 0.151 -0.050
```
Forces are in eV/Å.

Computed properties:
molecular weight	285.43	g mol⁻¹
SMILES	COC[C@H](C)N.COC[C@H](C)N.COC[C@H](C)N.O
maximum force	0.0180	Eh/bohr
E_HOMO	-8.764	eV
relative energy (zero: lowest compared OMol25 entry of this formula, charge and spin)	0.0000	eV



- The highest E_HOMO belongs to which entry?
  C12H35N10O22S



- Which of these has the highest maximum force?
  C12H35N10O22S